Record 1
{"formula": "C19H19N7O2S", "method": "the ωB97M-V functional and the def2-TZVPD basis", "species": ["C", "N", "C", "N", "C", "N", "H", "H", "C", "C", "N", "C", "C", "C", "C", "C", "N", "C", "C", "O", "N", "C", "C", "C", "C", "C", "S", "H", "H", "H", "H", "H", "H", "H", "N", "H", "H", "C", "H", "H", "C", "O", "H", "H", "H", "H", "H", "H"], "xyz": [[-4.27, -1.98, -0.74], [-3.97, -0.71, -0.13], [-2.71, -0.28, 0.12], [-2.60, 1.05, 0.28], [-1.45, 1.62, 0.58], [-1.49, 2.98, 0.68], [-0.65, 3.49, 0.45], [-2.36, 3.40, 0.38], [-0.25, 0.88, 0.77], [0.98, 1.44, 1.19], [2.12, 0.76, 1.21], [2.05, -0.51, 0.83], [0.90, -1.22, 0.51], [-0.32, -0.52, 0.48], [-1.58, -1.11, 0.19], [-1.66, -2.51, 0.11], [-1.70, -3.66, 0.10], [1.29, -2.63, 0.21], [2.81, -2.60, 0.38], [3.59, -3.50, 0.22], [3.15, -1.33, 0.77], [4.51, -0.88, 1.00], [4.96, 0.02, -0.09], [5.30, -0.32, -1.36], [5.63, 0.79, -2.17], [5.52, 1.97, -1.50], [5.01, 1.74, 0.13], [5.70, 2.96, -1.86], [5.93, 0.72, -3.20], [5.33, -1.34, -1.71], [4.55, -0.36, 1.96], [5.13, -1.78, 1.04], [1.03, -2.95, -0.79], [0.86, -3.35, 0.90], [1.10, 2.76, 1.58], [0.36, 3.11, 2.17], [2.03, 2.96, 1.92], [-5.11, 0.15, 0.15], [-5.96, -0.49, 0.38], [-4.88, 0.76, 1.04], [-5.46, 1.11, -1.00], [-4.69, 2.28, -0.98], [-3.81, 2.01, -0.63], [-6.50, 1.42, -0.92], [-5.33, 0.58, -1.96], [-3.48, -2.27, -1.42], [-5.20, -1.89, -1.30], [-4.39, -2.77, 0.01]], "spin_multiplicity": 1, "total_energy_ha": -1667.4685, "e_homo_ev": -7.910}


Record 2
{"formula": "C19H19NO5", "method": "the ωB97M-V functional and the def2-TZVPD basis", "species": ["C", "C", "H", "H", "C", "C", "O", "O", "C", "C", "C", "C", "C", "C", "O", "C", "H", "H", "H", "H", "C", "N", "C", "O", "C", "C", "C", "C", "C", "C", "O", "H", "H", "H", "H", "H", "H", "H", "H", "H", "H", "H", "H", "H"], "xyz": [[-5.14, -2.29, 0.29], [-5.75, -1.33, -0.72], [-5.35, -1.54, -1.72], [-6.83, -1.45, -0.76], [-5.42, 0.12, -0.37], [-3.94, 0.38, -0.54], [-3.30, 0.14, -1.53], [-3.42, 0.94, 0.57], [-2.05, 1.15, 0.61], [-1.56, 2.43, 0.70], [-0.19, 2.66, 0.74], [0.69, 1.58, 0.67], [0.19, 0.29, 0.58], [-1.17, 0.05, 0.56], [-1.74, -1.18, 0.51], [-0.91, -2.30, 0.36], [-1.57, -3.16, 0.30], [-0.31, -2.24, -0.55], [-0.24, -2.43, 1.22], [0.88, -0.54, 0.54], [2.19, 1.85, 0.63], [2.64, 1.92, -0.75], [3.02, 0.83, -1.48], [3.17, 0.87, -2.68], [3.31, -0.36, -0.64], [3.67, -1.57, -1.22], [4.01, -2.65, -0.43], [4.01, -2.51, 0.95], [3.65, -1.32, 1.55], [3.28, -0.24, 0.75], [2.93, 0.93, 1.37], [3.64, -1.20, 2.62], [4.29, -3.35, 1.58], [4.28, -3.59, -0.88], [3.68, -1.63, -2.30], [2.39, 2.74, -1.28], [2.39, 2.83, 1.10], [0.19, 3.66, 0.82], [-2.25, 3.25, 0.74], [-5.71, 0.35, 0.66], [-5.95, 0.80, -1.05], [-5.56, -2.12, 1.28], [-4.07, -2.16, 0.34], [-5.35, -3.32, 0.00]], "spin_multiplicity": 1, "total_energy_ha": -1166.4046, "e_homo_ev": -8.807}


Energy above the lowest of the compared OMol25 structures with the same formula, charge and spin list, top to bottom, in eV: 0.000 0.031
Gap between HOMO and LUMO list, top to bottom, in eV: 8.05 9.28
Largest force on an atom list, top to bottom, in eV Å⁻¹: 0.927 0.726